The following is a quantum chemistry calculation of a molecular structure, C37H34N3O5PRuS2Te2, from the Open Molecules 2025 dataset.

## Properties
⟨S²⟩: 8.767
HOMO level (alpha / beta), eV: -4.84 / -4.91
Gap between HOMO and LUMO (alpha / beta), hartree: 0.244 / 0.223
Multiplicity: 6
Net charge: -1
ΔE to the lowest compared entry with this formula, charge and spin, kJ/mol: 0.0

Element x y z (Å)
Ru 1.195 -0.719 0.258
S 3.670 -1.169 1.017
C 2.987 -2.393 2.022
S 1.255 -2.536 2.016
C 3.760 -3.249 2.789
C 5.178 -3.144 2.820
N 6.329 -3.079 2.857
C 3.164 -4.281 3.565
N 2.687 -5.119 4.198
C -5.064 2.884 -1.205
C -3.900 1.944 -1.031
C -4.049 0.568 -1.153
C -2.991 -0.304 -0.964
C -3.256 -1.762 -1.172
O -4.078 -2.118 -1.990
C -2.648 -2.750 -0.234
C -2.490 -2.440 1.113
C -1.977 -3.384 1.989
C -1.601 -4.634 1.515
C -1.758 -4.942 0.171
C -2.291 -4.007 -0.703
C -1.699 0.182 -0.655
O -0.720 -0.657 -0.502
C -1.522 1.593 -0.554
C -2.633 2.423 -0.746
C -0.219 2.228 -0.275
N 0.864 1.578 -0.060
C 2.126 2.261 0.220
C 2.313 2.482 1.717
Te 1.730 0.734 2.835
C -0.187 1.532 3.284
C -0.355 2.575 4.192
C -1.617 3.111 4.413
C -2.718 2.611 3.727
C -2.558 1.564 2.832
C -1.296 1.022 2.618
C -0.203 3.729 -0.268
C -0.564 4.420 0.884
C -0.546 5.807 0.896
C -0.174 6.510 -0.242
C 0.178 5.821 -1.395
C 0.163 4.434 -1.410
H -5.920 2.368 -1.641
H -4.807 3.718 -1.861
H -5.385 3.307 -0.249
H -5.011 0.143 -1.418
H -2.763 -1.453 1.469
H -1.840 -3.139 3.035
H -1.159 -5.356 2.190
H -1.450 -5.913 -0.199
H -2.416 -4.227 -1.756
H -2.501 3.495 -0.673
H 2.201 3.211 -0.312
H 2.914 1.611 -0.162
H 1.682 3.292 2.082
H 3.350 2.710 1.954
H 0.499 2.972 4.729
H -1.740 3.924 5.119
H -3.699 3.039 3.892
H -3.407 1.174 2.283
H -1.172 0.210 1.910
H -0.872 3.868 1.765
H -0.829 6.339 1.796
H -0.162 7.593 -0.232
H 0.464 6.364 -2.287
H 0.432 3.889 -2.308
C 2.093 -4.950 -0.652
C 1.644 -4.063 -1.789
O 1.904 -2.696 -1.436
P 1.998 -1.541 -2.574
O 2.229 -0.328 -1.700
Te 0.125 -1.593 -3.984
O 3.380 -1.849 -3.317
C 3.538 -2.264 -4.681
C 3.897 -1.080 -5.551
H 1.913 -5.996 -0.911
H 1.548 -4.717 0.262
H 3.160 -4.819 -0.462
H 0.581 -4.169 -2.006
H 2.199 -4.299 -2.702
H 2.616 -2.729 -5.032
H 4.333 -3.010 -4.674
H 3.059 -0.384 -5.593
H 4.123 -1.413 -6.567
H 4.769 -0.563 -5.148

Force components x, y, z for each atom (eV/Å):
0.4722 0.1680 -0.0416
-0.0389 0.0215 0.0198
0.0088 -0.0706 0.0764
-0.0340 -0.0250 -0.0548
-0.1115 0.1140 -0.1002
0.1513 -0.0174 -0.0246
-0.0558 0.0117 0.0145
-0.0619 -0.0819 0.1071
0.0278 0.0350 -0.0441
0.0023 0.0112 0.0029
-0.0230 0.0553 0.0070
0.0474 -0.0779 -0.0331
0.0377 0.0455 -0.1588
-0.3801 0.1422 0.4336
0.1133 -0.0822 -0.2167
0.1410 -0.0219 -0.0660
0.0434 -0.0411 -0.0148
-0.0479 0.0143 0.0104
0.0333 0.0103 -0.0072
0.0353 -0.0422 -0.0161
0.0003 0.0103 0.0148
0.2843 0.0537 -0.0355
-0.1337 -0.0563 0.2216
0.0153 0.0559 -0.0015
0.0154 -0.0085 0.0035
-0.1031 -0.0313 -0.2225
-0.1512 -0.1119 0.2444
0.0189 -0.0503 -0.0024
-0.0251 -0.0488 -0.0517
-0.0680 0.1209 0.0669
-0.0278 0.0087 -0.0363
0.0428 -0.0247 0.0063
-0.0184 0.0297 -0.0052
0.0071 0.0071 0.0033
0.0114 -0.0288 -0.0032
0.0003 0.0183 0.0313
0.0309 0.0434 -0.0453
0.0271 -0.0004 0.0130
-0.0040 -0.0029 0.0098
0.0002 0.0203 0.0020
0.0050 -0.0198 -0.0088
-0.0262 -0.0117 0.0134
0.0093 -0.0017 0.0018
0.0029 -0.0099 0.0112
0.0030 -0.0081 -0.0144
0.0099 -0.0025 0.0058
-0.0045 -0.0292 0.0055
-0.0083 -0.0017 -0.0175
-0.0097 0.0059 0.0040
-0.0039 0.0017 -0.0022
-0.0005 0.0010 0.0123
-0.0152 0.0102 -0.0015
-0.0123 0.0510 0.0278
0.0314 -0.0076 -0.0272
-0.0120 0.0068 0.0277
0.0144 -0.0397 -0.0042
-0.0118 -0.0061 -0.0109
0.0019 -0.0153 -0.0098
0.0082 -0.0059 0.0004
0.0082 0.0077 0.0038
-0.0027 0.0001 0.0362
-0.0040 -0.0081 0.0083
0.0047 -0.0069 -0.0120
-0.0002 -0.0167 -0.0024
-0.0007 -0.0007 0.0101
-0.0045 0.0034 0.0058
-0.0141 -0.0050 0.0428
0.0702 -0.0570 -0.0164
-0.0354 -0.0154 -0.1132
-0.0511 -0.0930 -0.0948
-0.1617 0.1098 0.1021
-0.0034 0.0184 -0.1112
0.0512 -0.0911 -0.0363
-0.0217 0.0533 0.0235
0.0392 0.0179 0.0335
-0.0028 0.0072 -0.0055
0.0153 -0.0094 -0.0368
-0.0204 0.0101 0.0132
-0.0617 0.0052 0.0214
-0.0075 0.0120 -0.0287
-0.0449 -0.0272 0.0022
0.0199 0.0024 0.0277
-0.0014 0.0099 0.0065
-0.0141 -0.0051 0.0225
-0.0216 -0.0122 -0.0229

The following is a quantum chemistry calculation of a gas-phase ion, C4H7N2 (charge +1), from the Open Molecules 2025 dataset.

## Properties
HOMO level (alpha / beta), eV: -11.60 / -11.60
Gap between HOMO and LUMO (alpha / beta), hartree: 0.218 / 0.217
Net charge: +1
ΔE to the lowest compared entry with this formula, charge and spin, kJ/mol: 525.5

Element x y z (Å)
C -0.758 -0.816 -0.228
C 0.580 -1.291 0.038
C -2.691 0.582 -0.039
C 1.844 0.835 -0.290
N -1.632 -0.061 -0.127
N 1.465 -0.184 0.461
H 0.367 -2.008 0.868
H 1.002 -1.732 -0.871
H -2.896 0.931 0.944
H -3.042 1.211 -0.913
H 2.275 1.728 0.115
H 1.595 0.786 -1.371
H 1.891 0.019 1.413

Force components x, y, z for each atom (eV/Å):
1.9170 -3.1015 -0.1549
-1.4661 -0.1814 -0.0808
-2.0327 3.4203 -1.2681
-1.9383 -2.7051 -0.6366
0.1540 0.3671 -0.4436
3.3677 4.3359 0.5026
1.1537 0.4069 -0.5884
0.0696 -0.2807 0.4519
-0.9150 -0.1373 0.7498
0.4557 -1.0332 1.0873
0.5075 0.0750 0.3847
0.1561 0.1829 0.7733
-1.4292 -1.3491 -0.7772

The following is a quantum chemistry calculation of 4 unconnected molecules or ions with the total composition C46H90F3N11O7P4, from the Open Molecules 2025 dataset.

## Properties
HOMO level, eV: -7.65
Gap between HOMO and LUMO, hartree: 0.277
Net charge: 0
Structure (SMILES): CCOCCOCCOCc1cnc2c(Cc3ccccc3)cc(C[C@H](O)C(F)(F)F)c(P(C)CC)c2n1.CN(C)P(=O)(N(C)C)N(C)C.CN(C)P(=O)(N(C)C)N(C)C.CN(C)P(=O)(N(C)C)N(C)C

Element x y z (Å)
C 13.636 -4.656 1.610
C 13.000 -3.566 0.749
O 11.819 -3.081 1.349
C 10.944 -2.499 0.400
C 9.950 -1.628 1.119
O 9.236 -0.856 0.179
C 8.133 -0.218 0.791
C 7.305 0.504 -0.236
O 6.690 -0.391 -1.136
C 5.345 -0.108 -1.391
C 4.437 -0.772 -0.376
C 3.049 -0.468 -0.374
N 2.193 -0.959 0.473
C 2.730 -1.847 1.365
C 1.873 -2.435 2.327
C 0.421 -2.058 2.383
C -0.484 -2.913 1.518
C -0.397 -4.298 1.471
C -1.287 -5.015 0.689
C -2.264 -4.376 -0.050
C -2.356 -2.989 -0.016
C -1.465 -2.279 0.771
C 2.400 -3.336 3.211
C 3.766 -3.719 3.181
C 4.259 -4.750 4.193
C 3.209 -5.430 5.063
O 2.191 -6.092 4.337
C 2.621 -4.537 6.182
F 2.971 -3.243 6.095
F 3.095 -4.969 7.379
F 1.289 -4.639 6.260
C 4.634 -3.156 2.260
P 6.451 -3.420 2.042
C 6.591 -4.127 0.340
C 7.140 -4.811 3.033
C 8.658 -4.907 2.764
C 4.092 -2.196 1.359
N 4.948 -1.610 0.471
H 14.602 -4.344 2.005
H 13.817 -5.554 1.024
H 13.009 -4.894 2.466
H 12.768 -3.993 -0.233
H 13.721 -2.759 0.577
H 11.522 -1.900 -0.312
H 10.450 -3.298 -0.167
H 10.499 -0.972 1.809
H 9.251 -2.216 1.726
H 7.528 -0.931 1.360
H 8.523 0.521 1.509
H 6.584 1.112 0.321
H 7.958 1.203 -0.772
H 5.168 0.972 -1.302
H 5.078 -0.406 -2.405
H 2.672 0.222 -1.125
H 0.302 -1.023 2.070
H 0.051 -2.101 3.410
H 0.364 -4.810 2.046
H -1.245 -6.096 0.649
H -2.967 -4.923 -0.664
H -3.113 -2.513 -0.624
H -1.543 -1.198 0.801
H 1.708 -3.772 3.916
H 4.745 -5.546 3.635
H 4.972 -4.257 4.852
H 3.732 -6.221 5.605
H 2.391 -6.008 3.399
H 6.456 -5.210 0.428
H 5.796 -3.769 -0.302
H 7.583 -3.926 -0.052
H 6.672 -5.768 2.788
H 6.982 -4.666 4.098
H 8.850 -5.767 2.125
H 9.021 -4.040 2.207
H 9.227 -5.001 3.683
O -6.456 -3.005 -3.818
P -6.820 -1.714 -3.160
N -8.164 -1.252 -4.132
C -8.554 0.109 -4.447
C -9.285 -2.187 -4.120
N -5.396 -0.840 -3.557
C -5.394 0.517 -4.069
C -4.294 -1.593 -4.143
N -7.146 -0.547 -1.908
C -6.110 -0.469 -0.852
C -8.416 -0.780 -1.178
H -8.926 0.690 -3.591
H -9.354 0.088 -5.189
H -7.745 0.666 -4.910
H -9.823 -2.217 -3.162
H -8.934 -3.198 -4.330
H -10.007 -1.931 -4.895
H -5.631 0.548 -5.140
H -4.407 0.972 -3.940
H -6.079 1.166 -3.526
H -4.464 -1.819 -5.203
H -4.131 -2.529 -3.618
H -3.373 -1.011 -4.060
H -6.010 -1.415 -0.312
H -6.370 0.317 -0.143
H -5.137 -0.205 -1.255
H -8.490 -1.792 -0.772
H -9.277 -0.599 -1.819
H -8.496 -0.075 -0.352
O -6.934 4.795 -4.745
P -6.365 5.657 -5.832
N -5.757 4.441 -6.873
C -4.551 4.511 -7.675
C -6.767 3.569 -7.465
N -5.101 6.338 -4.867
C -3.719 6.451 -5.288
C -5.156 6.094 -3.431
N -6.168 7.005 -6.908
C -6.444 8.321 -6.273
C -7.054 6.952 -8.098
H -4.591 5.239 -8.499
H -4.361 3.534 -8.120
H -3.675 4.728 -7.071
H -7.376 4.067 -8.234
H -7.447 3.185 -6.703
H -6.314 2.698 -7.939
H -3.179 5.501 -5.186
H -3.200 7.189 -4.668
H -3.635 6.809 -6.313
H -4.822 5.082 -3.168
H -6.160 6.231 -3.044
H -4.510 6.811 -2.916
H -7.473 8.396 -5.910
H -6.278 9.112 -7.006
H -5.773 8.505 -5.442
H -8.107 6.818 -7.835
H -6.758 6.147 -8.770
H -6.959 7.875 -8.666
O -0.732 1.288 3.462
P -0.750 2.320 4.529
N -0.194 1.449 5.894
C -0.513 1.742 7.277
C 1.109 0.807 5.725
N -2.427 2.630 4.647
C -3.141 2.812 5.896
C -3.287 1.971 3.671
N -0.359 3.904 5.076
C -0.854 4.973 4.172
C 1.095 4.141 5.227
H -0.087 2.683 7.654
H -0.128 0.941 7.910
H -1.583 1.756 7.452
H 1.945 1.518 5.673
H 1.123 0.218 4.807
H 1.308 0.122 6.549
H -3.362 1.856 6.387
H -4.096 3.311 5.707
H -2.595 3.457 6.583
H -3.455 0.914 3.913
H -2.867 2.029 2.672
H -4.257 2.473 3.644
H -0.421 4.900 3.169
H -0.594 5.945 4.591
H -1.935 4.940 4.081
H 1.660 3.894 4.324
H 1.501 3.567 6.059
H 1.270 5.189 5.463

Force components x, y, z for each atom (eV/Å):
0.2903 0.1776 0.1035
0.2082 -0.4940 -0.1563
-0.1053 0.0943 0.1523
0.3164 -0.1841 -0.1836
0.0012 0.3291 0.2827
-0.1257 -0.3182 -0.1812
0.2540 0.0992 0.2872
0.4350 0.1767 0.3407
-0.0380 0.0149 -0.4136
0.0524 0.3455 0.6642
-0.0250 -0.2229 -0.1426
-0.3153 0.3015 -0.3070
0.7680 -0.2009 -0.0767
-0.4346 -0.1720 0.3273
-0.1723 0.0321 0.2401
-0.2037 0.0805 -0.0512
0.1143 0.1700 0.0033
-0.0029 0.1648 -0.0131
-0.1358 -0.4991 -0.0694
-0.1910 0.4214 -0.1498
0.1235 -0.5354 0.0038
-0.3330 0.3851 -0.2297
0.1844 0.2761 -0.4171
-0.0737 -0.1481 0.2364
-0.5188 0.4664 -0.3019
0.2421 -0.5343 -0.0676
0.0003 0.2402 -0.0492
-0.0758 -0.5738 0.4393
-0.2263 -0.0531 -0.0671
0.0702 0.1576 -0.1638
0.1487 0.3859 -0.1813
-0.2611 -0.8126 0.1059
0.4108 1.1285 0.0370
-0.3425 -0.8557 0.6572
-0.1716 -0.5164 0.1326
-0.3632 -0.0058 -0.5747
0.1738 0.1852 -0.1459
-0.1683 0.0545 0.1222
0.0026 0.0637 0.0318
-0.1104 -0.1129 0.0718
-0.1563 -0.0589 -0.0862
-0.1185 0.0657 -0.0396
-0.1574 0.1884 0.0188
-0.1265 0.1581 -0.0190
-0.1102 0.0515 -0.0668
0.0160 0.0034 0.0222
0.0913 0.0171 -0.0895
-0.0274 -0.0678 -0.1931
-0.1220 0.1238 0.0017
-0.2199 -0.1054 -0.0812
-0.0623 -0.0602 -0.2099
-0.0653 0.0629 -0.2737
0.0892 -0.1414 -0.0269
-0.0612 0.0402 0.0531
0.0186 0.0531 0.0202
0.1629 -0.1049 0.0922
0.0064 -0.0574 0.0183
0.1481 -0.0361 0.0871
0.0687 -0.1932 0.0211
0.0222 0.2465 0.0912
0.1076 0.0459 0.0519
0.1032 -0.0491 0.1343
0.2670 -0.0386 0.1718
0.1937 -0.2120 0.0262
0.0844 0.1503 0.2030
-0.1136 0.0429 -0.0345
0.1188 -0.0558 -0.1422
0.2102 0.3001 -0.1411
-0.0491 0.1656 -0.2037
-0.0063 -0.0436 -0.0175
-0.1023 0.2574 0.0086
0.1768 -0.0744 0.0880
0.0839 -0.0608 0.2454
0.0678 -0.0106 0.0052
-0.8681 -1.4984 2.9481
1.1933 4.3024 -4.8167
-0.2664 -0.3143 0.2214
-0.0581 0.3048 0.2339
0.1420 -0.4218 -0.0626
0.1406 -0.1822 -0.2052
0.0167 0.3858 0.3757
-0.0089 -0.1523 -0.1211
-0.0900 -2.5604 1.8932
0.4556 0.2374 0.0073
-0.4269 0.2367 -0.3810
0.0444 0.0042 -0.0075
-0.0321 -0.1570 0.0361
0.0648 -0.0205 0.1507
-0.0905 0.0515 -0.0750
0.0758 0.0265 0.0526
0.0642 0.1049 -0.0366
0.0141 0.0626 0.0009
0.0708 -0.1466 -0.0300
-0.1707 -0.1292 -0.0572
0.0526 -0.0364 0.0004
-0.0908 -0.0436 -0.0476
-0.0791 0.1252 0.0149
-0.0342 0.0734 0.1480
-0.2107 -0.0622 -0.0059
-0.0562 -0.1059 -0.2323
0.0044 0.0317 0.1099
0.0709 -0.0856 -0.1153
0.1101 0.0106 0.0083
-3.2898 1.2770 -1.1393
6.6930 -1.5279 1.4913
-0.4722 -0.1648 -0.5134
0.1570 0.3977 -0.2589
-0.4531 -0.1691 0.1970
0.1457 -0.2228 0.2812
-0.0098 0.4585 -0.2126
-0.0469 -0.1730 0.0649
-3.2598 0.2979 0.2958
0.3127 0.2200 0.1178
0.3100 -0.3514 -0.4138
-0.0048 0.0105 0.0400
-0.1653 -0.0442 0.0257
-0.0848 0.1282 0.0231
0.0427 -0.0534 -0.0458
0.0213 0.1560 0.0891
0.2138 0.0623 0.0661
0.0465 0.0246 -0.0008
-0.0369 -0.0336 0.0712
-0.0884 -0.1307 -0.0574
-0.0175 0.0109 0.0715
-0.0286 -0.0911 -0.0364
0.0829 0.0205 -0.1245
-0.0342 0.0644 -0.0890
-0.0615 -0.1000 -0.1252
0.0116 -0.1705 0.0310
-0.0344 0.1046 -0.0398
0.0187 -0.1110 0.1364
0.0288 0.0521 0.0797
2.0013 1.5400 -1.3622
-3.7612 -1.6196 3.7370
0.4155 -0.0067 -0.2630
0.0522 0.3436 0.2371
0.0414 -0.2405 -0.3863
-0.0770 -0.2748 -0.1503
0.0206 0.4857 0.0978
0.0290 -0.2021 -0.1092
1.3543 0.1133 -2.3718
-0.3287 0.1446 0.0988
0.1108 -0.2066 0.5114
-0.0254 0.0074 -0.0445
0.1080 -0.0425 -0.1166
0.0340 0.0971 -0.0797
0.0210 -0.0614 0.1071
-0.0486 0.0751 -0.0308
-0.1191 0.0266 0.0594
-0.0299 0.0253 0.0189
-0.0028 -0.0477 -0.0902
0.1255 -0.0903 -0.0194
-0.0304 -0.0024 -0.0500
0.0873 -0.0722 0.0305
0.0251 0.0563 0.1350
0.0660 0.0769 0.0114
0.1218 -0.0526 0.0545
-0.0070 -0.1756 0.0271
0.0304 0.0875 -0.0238
-0.0917 -0.1174 -0.0419
-0.0973 0.0361 -0.0511

The following is a quantum chemistry calculation of C4H4N2S in the gas phase, from the Open Molecules 2025 dataset.

## Properties
HOMO level, eV: -8.12
Gap between HOMO and LUMO, hartree: 0.249
Net charge: 0
Structure (SMILES): S=Nc1ccc[nH]1
ΔE to the lowest compared entry with this formula, charge and spin, kJ/mol: 231.3

Element x y z (Å)
C 0.174 -0.386 0.073
C 1.408 -1.130 0.010
C 2.374 -0.212 -0.139
C 1.785 1.022 -0.059
H 1.727 -2.201 -0.094
H 3.400 -0.380 -0.286
H 2.158 1.974 -0.187
H -0.083 1.664 0.233
N -1.102 -0.827 0.190
N 0.468 0.893 0.244
S -2.326 0.170 -0.126

Force components x, y, z for each atom (eV/Å):
-1.1290 -3.1943 1.8027
-1.7666 -2.1667 -0.5032
1.0023 1.8083 -0.1941
-0.6003 0.0567 1.0255
-1.4816 1.0017 0.3061
1.0156 -0.1925 -0.2139
1.0384 1.7456 0.0024
-2.5805 2.1667 -0.0154
-0.5162 -0.3381 -0.8720
4.3402 -0.4401 -1.8347
0.6778 -0.4471 0.4966

Number 1: calculated total energy -3739.609360 hartree. Number 2: calculated total energy -265.708309 hartree. Number 3: calculated total energy -4600.681773 hartree. Number 4: calculated total energy -662.437532 hartree.